{
  "formula": "C20H34Cl2HoN3O4",
  "method": "the ωB97M-V functional and the def2-TZVPD basis",
  "species": ["C", "O", "C", "C", "C", "H", "C", "C", "O", "C", "H", "H", "H", "H", "H", "O", "H", "C", "H", "C", "C", "C", "H", "H", "C", "H", "C", "N", "H", "H", "N", "H", "H", "H", "H", "H", "H", "H", "C", "H", "H", "C", "Cl", "C", "H", "Ho", "N", "O", "H", "H", "H", "H", "C", "H", "C", "C", "H", "Cl", "H", "H", "H", "H", "H", "C"],
  "xyz": [[0.50104, 3.88301, -3.86060], [0.28171, -0.30320, 2.53260], [-1.33953, 0.69407, 5.56842], [0.75611, -5.07845, -1.87928], [-0.67799, 3.24222, -5.85759], [-1.69934, -4.32667, 0.36542], [3.61888, 1.42677, -2.51340], [0.47334, -1.03134, 5.14721], [-0.58843, -2.36124, 0.10591], [0.45801, 0.10814, -4.14972], [0.65373, 2.33881, -2.34921], [4.65514, 1.87040, -0.12469], [-2.34641, 0.35643, 5.28009], [-3.33158, -1.89229, -1.07745], [1.53589, -0.88121, 4.90538], [1.53901, -0.28836, -0.18629], [0.19969, 5.20113, -5.56279], [-4.21430, 1.78521, -1.35276], [-0.94359, 1.23361, 3.05082], [0.06495, 4.19624, -5.15335], [-2.77577, 1.31289, -1.31744], [2.32708, -0.10672, -1.14555], [-1.16908, 3.52829, -6.78720], [-0.46016, -0.52753, -4.01245], [-2.86106, -1.17224, -1.73533], [2.40017, -0.80876, -1.99288], [0.08044, -3.01363, -0.76362], [-0.32767, 0.11193, 4.68642], [3.06252, 2.68267, 0.01522], [-4.45464, 2.28561, -2.30123], [-0.08250, -4.31967, -0.95150], [-4.90126, 0.94348, -1.20755], [-1.44984, 1.21116, -5.83120], [-4.40522, 2.52289, -0.56561], [-2.07377, 2.13849, -1.51062], [0.37927, -1.12223, 6.23086], [0.92629, 4.66157, -3.23426], [0.12741, -5.65259, -2.57744], [-0.33124, 0.37822, 3.38243], [-0.52911, -5.65863, 0.62092], [1.37416, -4.36590, -2.43655], [0.03829, 1.55431, -4.29342], [-0.04445, 2.41171, 0.58478], [3.56810, 1.70118, -0.03677], [0.80661, -2.51893, -1.41986], [-0.69145, -0.06849, 0.39096], [3.14398, 0.94358, -1.22488], [1.59739, -0.31158, -4.05216], [-1.63920, -5.71662, -0.78166], [3.34943, 1.13962, 0.87948], [-3.54370, -0.97412, -2.57189], [3.13157, 0.82403, -3.29077], [-1.04862, -5.05228, -0.13724], [1.40690, -5.77845, -1.33088], [-2.42728, 0.06722, -1.08028], [-0.77475, 1.93784, -5.37360], [4.71470, 1.29986, -2.56231], [-2.77544, -0.20541, 1.81136], [-1.15504, 0.39564, 6.60414], [-2.01043, -1.67108, -2.20944], [-1.31051, 1.79083, 5.51743], [3.34698, 2.49233, -2.64831], [0.12274, -1.96978, 4.68804], [0.41822, 2.57486, -3.39168]],
  "forces_ev_per_a": [[-0.25, 0.04, -0.21], [0.11, 0.33, 1.08], [-0.28, 0.30, -0.15], [-0.10, 0.15, 0.10], [-0.03, 0.32, 0.20], [0.19, -0.29, -0.19], [0.49, -0.43, -0.15], [-0.11, -0.10, -0.08], [1.62, -1.54, -1.92], [-1.44, 0.41, 1.20], [0.35, 0.00, -0.37], [-0.39, -0.12, 0.02], [0.28, 0.08, 0.09], [-0.19, -0.45, 0.23], [-0.41, -0.06, -0.06], [1.31, -0.63, -1.12], [-0.06, -0.37, 0.18], [-0.21, -0.11, -0.97], [0.24, -0.14, 0.44], [-0.34, -0.19, 0.13], [-1.72, 1.43, -0.41], [-0.52, 0.63, 0.76], [0.00, -0.14, 0.27], [0.73, -0.35, -0.48], [-1.77, -0.46, -0.24], [-0.27, 0.34, 0.12], [-1.58, 0.84, 1.68], [0.44, -0.48, 0.25], [0.11, -0.49, 0.00], [-0.14, 0.01, 0.04], [0.13, -0.02, 0.00], [0.05, 0.16, -0.03], [0.56, 0.05, -0.26], [0.16, -0.16, 0.04], [0.08, -0.17, 1.22], [-0.03, 0.10, -0.15], [-0.18, -0.12, 0.04], [0.20, 0.25, 0.22], [-0.15, -0.07, -0.54], [-0.13, 0.17, -0.23], [-0.09, -0.28, 0.03], [-0.08, 0.44, 0.42], [0.24, 0.41, -0.10], [-0.28, 0.35, -0.09], [-0.03, -0.09, 0.10], [0.49, 0.59, 0.71], [0.12, 0.08, 0.50], [-1.20, 0.37, -0.39], [0.15, 0.20, 0.15], [-0.06, 0.14, -0.38], [-0.34, -0.08, 0.04], [0.36, 0.44, 0.14], [-0.07, -0.03, 0.14], [-0.22, 0.25, -0.16], [3.35, -0.21, -1.90], [0.60, -0.27, -0.21], [-0.35, 0.25, -0.12], [-0.66, -0.33, 0.85], [0.10, 0.04, -0.28], [0.11, -0.09, 0.15], [-0.01, -0.29, -0.02], [0.12, -0.58, 0.14], [0.17, 0.33, 0.07], [0.82, -0.37, -0.53]],
  "orbital_gap_ev": [5.68, 5.69],
  "lumo_energy_ev": [0.166, 0.166],
  "spin_multiplicity": 5,
  "homo_ev": [-5.510, -5.520]
}

{
  "formula": "C20H34ClF3O6S",
  "method": "the ωB97M-V functional and the def2-TZVPD basis",
  "species": ["O", "H", "H", "C", "H", "H", "H", "C", "C", "O", "H", "H", "H", "H", "C", "H", "F", "C", "C", "C", "O", "H", "H", "H", "H", "C", "C", "H", "O", "Cl", "C", "O", "H", "H", "H", "H", "C", "H", "S", "H", "C", "C", "H", "H", "F", "H", "H", "O", "H", "H", "H", "H", "C", "C", "H", "H", "H", "C", "H", "H", "C", "F", "C", "C", "C"],
  "xyz": [[0.98532, -2.20661, 4.65667], [0.50575, 0.11749, 5.37037], [-1.42000, 1.49066, 5.60708], [0.44283, -0.39687, 3.25981], [3.89911, -2.48060, 2.92135], [1.85559, 0.18232, 1.73809], [0.25275, -2.66420, -2.71185], [0.60326, 2.00915, -0.90935], [-1.23901, 1.03223, 4.64054], [-2.58316, 0.25384, -4.51113], [0.93757, -2.27572, -1.13470], [-5.05167, -1.94143, -6.82925], [1.23211, 3.39275, 0.66289], [3.75637, -1.05306, 1.89580], [1.43172, 0.93902, -1.66027], [-0.73342, -2.84266, -1.23751], [-2.53147, 2.77684, -3.60367], [-2.92060, 1.12846, -5.25227], [-2.24881, 0.96900, 3.78874], [-2.74892, 2.62472, -4.90761], [-1.40994, -2.16317, 5.27928], [2.17986, 1.93449, 0.55840], [0.60776, 2.91268, -1.52229], [0.03463, 0.79813, -3.26131], [2.19026, 1.47558, -2.23395], [2.96953, -0.84967, 3.92427], [0.02332, -2.23622, -1.73488], [1.64343, -2.01596, 2.75959], [-0.59083, -3.77948, 3.62444], [6.27968, -2.35011, 4.06878], [0.77736, 0.23751, 1.90699], [-3.43811, 1.00260, -6.46130], [0.81710, 1.43097, 4.26602], [-3.26193, 1.02548, 4.16697], [1.22649, -0.54343, -3.21064], [0.32967, -0.42038, 1.15638], [0.17567, 0.55732, 4.42808], [0.40641, 2.31286, 2.50615], [-0.53380, -2.49056, 4.21426], [2.99406, 0.23988, 3.96834], [0.57587, 0.10125, -2.61624], [-0.44587, -0.78762, -1.88788], [5.98275, -0.75579, 2.37578], [-1.37283, -0.79190, -2.46457], [-1.69567, 3.12167, -5.57372], [-4.85413, -1.05401, -5.31272], [-5.74981, -0.32317, -6.64481], [-0.62248, -1.38460, 3.07015], [-2.74748, -0.94740, -6.67202], [-2.13854, 0.85344, 2.71915], [-0.43185, 1.67033, -0.83984], [-0.70614, -0.39517, -0.90155], [5.41735, -1.00822, 3.26876], [-3.61926, -0.35054, -6.93623], [-0.71413, 1.70557, 1.31344], [3.27071, -1.27022, 4.88848], [5.44538, -0.15347, 3.94162], [0.33121, 1.67458, 1.62545], [-3.65465, -0.26394, -8.01957], [1.90830, 0.28519, -0.92303], [1.56647, -1.36410, 3.64272], [-3.83103, 3.33300, -5.24467], [3.98031, -1.39303, 2.90952], [1.15560, 2.31812, 0.49108], [-4.89605, -0.95382, -6.39662]],
  "forces_ev_per_a": [[-0.16, 0.44, 0.26], [-0.03, -0.17, -0.06], [-0.10, -0.64, 0.32], [0.69, 0.03, 0.42], [0.01, 0.00, -0.21], [0.04, -0.01, 0.23], [-0.07, -0.09, 0.03], [0.48, -0.20, -0.22], [0.21, 0.13, -0.12], [0.02, -0.02, 0.06], [0.00, -0.10, -0.01], [0.01, 0.00, -0.02], [-0.17, 0.01, -0.05], [-0.06, 0.03, 0.02], [-0.54, 0.19, 0.05], [0.04, -0.08, -0.04], [0.01, 0.00, -0.10], [0.00, 0.00, -0.08], [-0.28, 0.12, -0.03], [-0.02, 0.03, 0.06], [0.16, 0.08, 0.21], [0.05, 0.15, -0.02], [-0.16, 0.01, 0.03], [0.13, -0.12, -0.24], [0.29, -0.27, 0.14], [-0.11, -0.55, 0.56], [0.18, 0.36, 0.16], [0.11, 0.03, 0.01], [-0.10, 0.06, -0.25], [0.04, 0.02, 0.14], [-0.62, 0.01, -0.27], [0.04, 0.06, 0.01], [0.14, -0.09, 0.12], [-0.03, 0.70, -0.14], [-0.07, 0.14, -0.25], [0.15, -0.04, -0.04], [-0.17, 0.84, -0.31], [0.04, -0.15, 0.11], [-0.05, -0.33, 0.05], [0.01, 0.01, 0.12], [-0.13, 0.20, 0.63], [-0.16, -0.39, -0.35], [0.09, -0.06, 0.05], [-0.03, 0.03, 0.07], [-0.06, -0.01, 0.04], [0.05, -0.05, -0.01], [0.00, -0.03, -0.07], [-0.07, 0.05, 0.34], [0.02, 0.08, 0.12], [0.04, -0.75, 0.08], [-0.04, 0.14, 0.06], [0.06, 0.12, -0.03], [-0.18, 0.10, -0.33], [-0.06, -0.33, -0.20], [-0.05, -0.06, 0.19], [-0.04, 0.37, 0.16], [0.04, -0.03, 0.04], [0.16, 0.33, -0.27], [-0.01, 0.14, 0.01], [0.17, -0.03, -0.13], [0.14, -0.48, -1.57], [0.08, -0.02, 0.04], [0.04, 0.09, 0.23], [-0.10, -0.17, 0.11], [-0.05, 0.15, 0.16]],
  "smiles": "C=CC[C@]1(CCCCCCCC)OS(=O)(=O)O[C@@H]1CCCCl.CCOC(=O)C(F)(F)F",
  "orbital_gap_ev": 10.04,
  "lumo_energy_ev": 0.526,
  "homo_ev": -9.518,
  "de_lowest_kj_mol": 30.3
}

{
  "formula": "C20H34F5N2O24S6",
  "method": "the ωB97M-V functional and the def2-TZVPD basis",
  "species": ["O", "H", "C", "C", "H", "C", "O", "H", "H", "F", "C", "N", "H", "H", "O", "H", "O", "F", "H", "H", "O", "C", "C", "S", "O", "H", "N", "O", "O", "O", "O", "O", "H", "C", "H", "H", "C", "H", "F", "O", "F", "H", "H", "O", "O", "O", "C", "H", "S", "S", "O", "H", "C", "H", "C", "O", "H", "C", "H", "H", "H", "C", "O", "C", "F", "H", "H", "O", "O", "C", "H", "H", "H", "O", "O", "H", "H", "H", "O", "O", "C", "C", "S", "C", "C", "C", "H", "H", "H", "S", "S"],
  "xyz": [[-8.15530, 0.05328, -5.20580], [-4.64566, 0.88523, -2.52831], [-5.27885, 1.69750, -2.89958], [-7.87593, -0.42915, -7.49004], [-3.70961, -3.19634, 1.24308], [2.10382, 5.17768, -2.95830], [0.69253, -10.67496, 4.33933], [0.92301, -9.85341, 6.20130], [2.39955, 0.93528, -0.16933], [3.28496, -2.69803, 0.71669], [2.05591, -1.93493, 0.28068], [-1.71503, -0.35949, 0.38145], [-9.35126, 0.94996, -6.64942], [-0.05535, -0.20800, -1.08118], [9.71666, 8.72019, 0.65301], [0.30761, -2.31465, 4.30530], [-7.52134, -2.33416, -4.86255], [0.56638, -1.10119, 2.21606], [-6.05829, 2.00804, -0.87695], [-7.66222, 1.52099, -6.55051], [-0.51896, -3.95968, 7.10006], [0.69654, -3.30994, 4.06721], [7.09821, 6.80561, -0.62485], [2.21320, -10.98119, 3.83515], [-4.65551, 3.43286, -1.44986], [-6.10894, 1.27728, -3.47372], [-3.27656, -1.11402, 2.22191], [2.77612, -12.00064, 4.69245], [-2.42825, 3.39134, -2.57901], [9.23200, 9.06953, -1.81622], [3.21789, 4.53243, -2.34568], [4.19921, 5.11131, -0.12323], [2.19835, -7.93657, 5.38275], [-8.31343, 0.64268, -6.49530], [6.78284, 6.79331, -1.67315], [6.26816, 6.47998, 0.00781], [-2.37928, -0.00093, 1.72717], [-8.66232, -1.17758, -7.63414], [2.33902, -1.45208, -1.09063], [1.82445, 5.66011, -0.67406], [0.95015, -2.96413, 0.30658], [8.31113, 5.01616, -0.97367], [0.62849, 6.55679, -2.11768], [-5.78054, -0.49552, -4.65498], [-0.17753, -4.27797, 4.64523], [-6.76187, -1.07440, -6.87742], [1.76447, 0.76834, 0.79978], [0.44946, 2.42609, -0.04819], [9.07601, 8.33219, -0.58399], [0.33173, -4.63960, 6.15115], [0.59838, -6.05973, 6.20821], [-6.59481, 3.21988, -2.07335], [-3.13865, -2.17213, 1.13341], [-2.20080, 1.00050, 2.32202], [0.27230, 1.40335, 0.54164], [2.20549, -11.08071, 2.39416], [-3.81505, -1.12274, 3.12088], [0.70633, -9.52335, 5.17981], [0.73784, -3.43347, 2.98171], [-1.79141, -2.33571, -1.06413], [1.50743, -8.09905, 3.74418], [1.66633, 6.24950, -1.96356], [1.76059, -3.85574, 6.08504], [-0.71339, 0.49610, -0.40302], [2.93123, -0.82141, 2.35956], [-7.59352, -0.00859, -8.45810], [-0.18277, 1.71486, 1.57944], [9.43046, 6.76623, -0.87133], [7.48364, 8.13845, -0.29293], [1.83039, -8.64546, 4.63619], [2.31753, 7.12782, -2.01877], [-0.26284, -9.01932, 5.15926], [2.38624, 5.59824, -3.92636], [2.45842, 3.27267, -0.33081], [-4.47900, 2.54137, -3.72620], [2.56507, -4.40274, 4.28266], [8.50909, 5.74312, 0.64501], [2.26961, 1.45036, 1.63922], [-4.24125, 4.99526, -3.35006], [2.86713, -9.54744, 4.25304], [8.34894, 5.95572, -0.41729], [1.77452, -0.76088, 1.38939], [-6.96512, -1.05961, -5.25912], [-5.76066, 2.58548, -1.75544], [2.05396, -3.54143, 4.72566], [-2.11966, -1.73440, -0.11328], [-1.35739, 1.17627, -1.13994], [2.70191, -2.66386, 4.66395], [1.31743, 4.42925, -3.10240], [-3.81435, 3.72044, -2.81740], [3.01464, 4.54722, -0.72738]],
  "forces_ev_per_a": [[0.69, -0.96, 0.12], [-0.14, -0.01, -0.06], [-0.38, -0.36, 0.64], [-0.85, 0.03, -0.17], [1.33, 2.47, -0.24], [-0.89, 0.10, -0.18], [0.85, 0.02, -0.74], [-0.02, 0.14, -0.06], [-1.15, -0.95, 1.97], [-4.35, 2.58, -1.83], [1.78, -3.42, -0.28], [-2.59, -2.37, 2.86], [0.16, -0.19, 0.24], [-1.50, 1.16, 1.50], [-0.88, -0.27, -1.77], [0.10, -0.10, -0.03], [1.02, 1.86, -0.14], [3.41, 1.03, -2.68], [0.25, 0.20, -0.05], [-0.08, -0.06, -0.06], [1.16, -1.14, -1.16], [0.33, 0.59, -0.03], [-0.17, -0.52, -0.34], [0.23, -0.57, -0.03], [1.06, -0.06, -0.61], [0.40, 0.29, 0.07], [4.78, 1.03, -6.66], [-0.59, 1.31, -1.41], [-1.29, 0.55, -0.10], [0.00, -0.91, 1.70], [0.26, 0.15, 1.40], [-1.54, -1.24, -0.64], [0.07, -0.29, -0.15], [0.17, 0.50, -0.72], [0.02, -0.07, 0.07], [0.21, 0.26, -0.03], [-0.17, -2.79, -1.83], [0.03, 0.13, -0.03], [-1.48, -1.71, 4.82], [0.66, -1.33, 0.14], [3.52, 3.68, -0.62], [0.19, 0.28, -0.06], [0.16, -0.19, 0.24], [-1.19, -1.04, -0.63], [0.43, -0.52, 0.75], [0.29, 0.37, 1.34], [-0.41, 0.83, 0.82], [-0.34, -2.43, 1.39], [0.46, 0.50, 0.12], [0.01, -0.09, 0.57], [-0.63, 1.71, 0.01], [0.03, -0.13, 0.04], [1.72, 1.18, -1.51], [-0.37, -2.40, -1.60], [0.21, 0.72, -0.34], [0.00, -0.10, 1.86], [0.76, -0.07, -1.33], [0.23, 0.34, 0.65], [-0.14, -0.20, 0.28], [-0.63, 1.61, 2.16], [-0.04, -0.01, 0.09], [0.19, 0.55, -0.77], [-1.23, -0.18, 0.15], [0.21, 1.11, -0.55], [-3.56, -0.06, -2.75], [0.20, -0.13, 0.26], [0.65, -0.84, -2.15], [-0.38, 0.95, -0.25], [1.02, -0.02, 0.12], [-0.48, 0.44, -0.02], [-0.09, -0.08, -0.03], [0.14, -0.24, -0.18], [0.20, -0.14, 0.26], [0.84, 1.43, -0.12], [0.35, 1.11, 0.61], [-0.03, 0.13, -0.06], [-0.10, -0.03, -0.09], [-1.08, -1.74, -1.83], [1.04, -1.76, 0.67], [-0.40, -0.99, 0.03], [-0.38, -0.17, 0.55], [1.05, 0.96, 1.91], [-0.46, -0.76, -0.43], [-0.66, -0.12, -0.51], [0.17, -0.23, -0.69], [-3.43, 1.78, 7.03], [1.44, -1.36, 1.72], [-0.16, -0.13, 0.25], [0.01, 0.13, -0.05], [-0.59, 0.47, -0.44], [0.31, 0.84, -0.38]],
  "total_charge": 1,
  "orbital_gap_ev": 8.00,
  "lumo_energy_ev": -4.281,
  "homo_ev": -12.281
}

E (computed, hartree): -3116.2012 -2391.8563 -5585.5214